{"formula": "C5H10O", "method": "wB97M-V/def2-TZVPD", "smiles": "CC1(C)C[C@H]1O", "energy_ha": -271.7131, "gap_ha": 0.381, "e_above_lowest_kcal_mol": 24.82, "homo_ev": -9.5, "total_charge": 0, "species": ["C", "C", "C", "C", "C", "O", "H", "H", "H", "H", "H", "H", "H", "H", "H", "H"], "coordinates": [[-0.832, -0.165, -1.310], [0.149, -0.032, -0.157], [1.430, -0.832, -0.324], [0.203, 1.340, 0.472], [-0.308, 0.186, 1.273], [-1.662, 0.203, 1.625], [-0.973, -1.192, -1.680], [-1.808, 0.260, -1.051], [-0.421, 0.434, -2.134], [2.195, -0.517, 0.396], [1.837, -0.708, -1.335], [1.252, -1.906, -0.167], [1.160, 1.808, 0.692], [-0.582, 2.008, 0.125], [0.359, -0.191, 2.054], [-2.000, -0.696, 1.522]], "atomic_forces_ev_per_a": [[0.0, 0.2, 0.0], [0.0, -0.3, 0.1], [0.0, 0.1, 0.0], [0.0, 0.2, -0.1], [0.4, 0.0, -0.1], [-0.1, -0.2, -0.1], [0.1, 0.2, 0.3], [0.1, -0.1, 0.0], [-0.2, -0.2, 0.0], [-0.1, 0.0, -0.1], [0.0, 0.0, 0.2], [0.0, 0.2, -0.1], [-0.2, -0.1, 0.1], [0.2, 0.0, 0.1], [-0.2, 0.0, -0.2], [0.0, 0.2, 0.1]], "lowdin_charge": [-0.044, -0.484, -0.048, -0.047, -0.324, -0.013, 0.081, 0.080, 0.086, 0.080, 0.081, 0.084, 0.108, 0.115, 0.145, 0.101]}